{"formula": "C37H33BClN3O9", "method": "ωB97M-V with the def2-TZVPD basis set", "total_energy_ev": -74984.9967, "smiles": "C[C@H](Cl)Cc1ccc2nc(B(O)N(C)C)cnc2c1.O=C1C=CC(=O)C=C1.O=C1C=CC(=O)C=C1.O=C1C=CC(=O)C=C1.O=C1C=CC(=O)C=C1", "symbols": ["C", "C", "Cl", "C", "C", "C", "C", "C", "N", "C", "B", "O", "N", "C", "C", "C", "N", "C", "C", "H", "H", "H", "H", "H", "H", "H", "H", "H", "H", "H", "H", "H", "H", "H", "H", "H", "O", "C", "C", "C", "C", "O", "C", "C", "H", "H", "H", "H", "O", "C", "C", "C", "C", "O", "C", "C", "H", "H", "H", "H", "O", "C", "C", "C", "C", "O", "C", "C", "H", "H", "H", "H", "O", "C", "C", "C", "C", "O", "C", "C", "H", "H", "H", "H"], "positions_angstrom": [[3.706, -1.034, 1.415], [2.669, -0.370, 2.521], [3.552, 0.539, 3.900], [1.600, -1.492, 3.150], [0.155, -0.716, 3.273], [-0.265, -0.079, 4.744], [-1.715, 0.709, 4.803], [-2.717, 0.864, 3.480], [-3.982, 1.649, 3.684], [-4.805, 1.746, 2.431], [-6.206, 2.627, 2.504], [-7.504, 1.890, 2.695], [-6.317, 4.134, 2.361], [-5.831, 4.505, 0.957], [-5.407, 4.881, 3.317], [-4.371, 1.024, 1.038], [-3.123, 0.226, 0.786], [-2.314, 0.199, 2.052], [-0.850, -0.598, 1.983], [4.697, -1.455, 1.896], [3.191, -1.924, 0.811], [4.051, -0.244, 0.593], [2.029, 0.459, 1.957], [1.545, -2.398, 2.397], [1.927, -1.884, 4.208], [0.386, -0.139, 5.717], [-2.065, 1.192, 5.836], [-8.201, 2.526, 3.081], [-6.421, 3.793, 0.202], [-4.671, 4.401, 0.826], [-6.180, 5.613, 0.752], [-4.800, 5.740, 2.753], [-4.597, 4.212, 3.838], [-6.036, 5.401, 4.185], [-5.123, 1.141, 0.117], [-0.531, -1.086, 0.941], [2.982, -5.689, -4.303], [2.576, -4.843, -3.519], [3.093, -3.461, -3.545], [2.650, -2.538, -2.686], [1.623, -2.860, -1.675], [1.217, -2.014, -0.891], [1.106, -4.242, -1.649], [1.549, -5.165, -2.508], [3.845, -3.240, -4.293], [3.019, -1.519, -2.692], [0.354, -4.463, -0.901], [1.180, -6.183, -2.502], [10.827, -1.873, 1.858], [9.848, -1.506, 1.223], [8.679, -0.906, 1.896], [7.609, -0.506, 1.201], [7.551, -0.647, -0.267], [6.572, -0.279, -0.902], [8.720, -1.247, -0.940], [9.790, -1.646, -0.245], [8.737, -0.809, 2.973], [6.743, -0.065, 1.679], [8.661, -1.344, -2.017], [10.656, -2.088, -0.723], [-7.313, 1.263, -1.853], [-7.676, 0.159, -1.470], [-7.832, -0.142, -0.033], [-8.226, -1.349, 0.384], [-8.525, -2.432, -0.574], [-8.888, -3.536, -0.192], [-8.369, -2.131, -2.011], [-7.975, -0.924, -2.428], [-7.610, 0.664, 0.657], [-8.345, -1.586, 1.434], [-8.592, -2.936, -2.701], [-7.857, -0.686, -3.478], [2.288, -0.117, -4.734], [2.851, 0.962, -4.607], [2.282, 2.196, -5.184], [2.899, 3.374, -5.046], [4.174, 3.492, -4.311], [4.737, 4.570, -4.185], [4.742, 2.257, -3.735], [4.126, 1.080, -3.872], [1.346, 2.093, -5.719], [2.496, 4.288, -5.464], [5.679, 2.360, -3.199], [4.529, 0.165, -3.455]], "lowdin_charge": [-0.143, -0.649, 0.460, -0.196, -0.153, -0.009, -0.001, -0.138, 0.073, -0.058, -0.414, 0.016, -0.164, -0.120, -0.126, -0.020, 0.049, -0.144, 0.046, 0.073, 0.073, 0.088, 0.115, 0.115, 0.113, 0.094, 0.097, 0.128, 0.110, 0.105, 0.109, 0.104, 0.083, 0.103, 0.112, 0.097, 0.101, -0.382, 0.031, 0.021, -0.377, 0.070, 0.024, 0.024, 0.125, 0.096, 0.123, 0.123, 0.105, -0.382, 0.028, 0.019, -0.382, 0.078, 0.021, 0.024, 0.126, 0.111, 0.122, 0.124, 0.086, -0.385, 0.018, 0.035, -0.382, 0.100, 0.022, 0.022, 0.090, 0.127, 0.122, 0.122, 0.092, -0.376, 0.024, 0.024, -0.381, 0.103, 0.030, 0.023, 0.123, 0.123, 0.124, 0.111]}